# 1
{
  "formula": "C32H33BF6O2",
  "method": "the ωB97M-V functional and the def2-TZVPD basis",
  "elements": ["C", "C", "C", "C", "C", "C", "O", "B", "C", "C", "C", "C", "F", "F", "F", "C", "C", "C", "F", "F", "F", "C", "C", "C", "C", "C", "C", "C", "C", "O", "H", "H", "H", "H", "H", "H", "H", "H", "H", "H", "H", "H", "H", "H", "H", "H", "H", "H", "H", "H", "H", "H", "C", "C", "C", "C", "C", "C", "C", "C", "C", "C", "C", "H", "H", "H", "H", "H", "H", "H", "H", "H", "H", "H"],
  "coordinates": [[-3.525074, -0.171739, 1.575822], [-3.009692, 0.762466, 0.467526], [-4.136378, 0.987737, -0.507291], [-2.393990, 2.128959, 1.014743], [-2.695311, 3.279563, 0.059407], [-2.929707, 2.547499, 2.413271], [-0.952202, 1.933284, 0.967069], [-0.690264, 0.998561, -0.102013], [0.825751, 0.188459, 0.263514], [1.761813, 0.956850, 0.942392], [3.027360, 0.461431, 1.274411], [3.911530, 1.262863, 2.188360], [5.232838, 1.175380, 1.842733], [3.566372, 2.584998, 2.199608], [3.805709, 0.820188, 3.490686], [3.454333, -0.784418, 0.828434], [2.549500, -1.563389, 0.128629], [3.005318, -2.921722, -0.360668], [2.490843, -3.953131, 0.382916], [2.613974, -3.161138, -1.648527], [4.366240, -3.056334, -0.292273], [1.227137, -1.120912, -0.070319], [-0.389294, -1.107796, 2.658230], [-0.074677, -2.440838, 2.569105], [1.164125, -2.875125, 3.160623], [1.525737, -4.195328, 3.019515], [0.656295, -5.079350, 2.344397], [-0.551145, -4.664274, 1.758675], [-0.942612, -3.343858, 1.861998], [-1.879677, 0.137071, -0.164344], [-4.605792, -0.060693, 1.683548], [-3.313915, -1.209655, 1.313374], [-3.107415, 0.054258, 2.560142], [-4.939366, 1.529717, 0.016896], [-3.834549, 1.529721, -1.407069], [-4.548364, 0.026123, -0.808476], [-3.762593, 3.580839, 0.155169], [-2.037762, 4.117936, 0.346115], [-2.481152, 3.010361, -1.000438], [-4.011161, 2.813210, 2.365472], [-2.813958, 1.777500, 3.199307], [-2.382377, 3.442308, 2.750383], [1.541897, 1.995810, 1.165953], [4.435859, -1.161485, 1.070323], [0.538896, -1.812922, -0.552900], [0.418429, -0.412759, 2.850575], [-1.374582, -0.751551, 2.376212], [1.790840, -2.121058, 3.669660], [2.445185, -4.559830, 3.487825], [0.901561, -6.126606, 2.283432], [-1.245076, -5.359905, 1.269092], [-1.863967, -2.910866, 1.434544], [-0.504412, 2.421086, -2.824661], [-1.869144, 2.281544, -3.587301], [-2.275095, 0.838518, -3.301552], [-1.385685, 0.216404, -2.486023], [-0.280324, 1.054401, -2.079073], [1.089893, 0.664489, -2.460703], [1.430629, -0.379026, -3.339963], [2.775341, -0.552613, -3.645017], [3.745819, 0.295698, -3.094053], [3.404055, 1.323534, -2.193331], [2.059784, 1.521452, -1.924594], [0.296178, 2.736126, -3.531009], [-0.568246, 3.172644, -2.035102], [-2.577482, 3.017892, -3.145335], [-1.795473, 2.503246, -4.674362], [-3.230329, 0.428495, -3.627322], [-1.491152, -0.782052, -2.101891], [0.651130, -1.013623, -3.785391], [3.081860, -1.390399, -4.286396], [4.787244, 0.193470, -3.421135], [4.156778, 1.944222, -1.697517], [1.733151, 2.328088, -1.254015]],
  "forces_ev_per_a": [[-0.190, 0.251, 0.144], [1.388, 0.042, 0.510], [-0.526, 0.131, -0.169], [-0.175, 0.061, -0.233], [-0.221, 0.368, -0.319], [0.405, -0.046, 0.051], [-0.979, 0.364, -0.210], [1.754, -2.524, -0.858], [-1.745, -0.302, 0.609], [0.968, 0.059, 0.346], [-0.247, 0.268, 0.085], [0.263, 0.465, 0.051], [-1.039, 0.147, 0.469], [0.522, -1.050, 0.110], [0.230, 0.362, -0.914], [-0.257, 0.165, 0.379], [-0.518, -0.125, -0.084], [0.162, -0.115, -0.570], [0.233, 0.458, -0.434], [0.471, 0.107, 1.144], [-1.179, -0.001, -0.227], [0.506, 0.032, -0.243], [0.329, 0.138, -1.163], [0.184, -0.381, 0.271], [-0.218, 0.144, -0.683], [-0.195, -0.234, 0.466], [-0.162, 0.531, 0.142], [-0.657, 0.237, -0.083], [0.408, 0.475, 0.643], [-0.471, 0.293, 1.108], [-0.007, -0.086, 0.070], [-0.071, 0.043, -0.113], [0.029, -0.224, -0.176], [0.136, -0.046, -0.264], [-0.107, -0.170, 0.292], [-0.006, -0.122, -0.115], [0.716, -0.021, -0.241], [-0.370, -0.212, -0.165], [-0.101, 0.226, 0.840], [0.721, -0.260, -0.124], [0.079, 0.443, -0.434], [-0.195, -0.253, -0.142], [-0.173, -0.176, 0.261], [0.121, 0.091, -0.087], [-0.050, 0.188, -0.053], [-0.305, 0.284, 0.659], [0.273, 0.182, -0.068], [-0.362, -0.607, -0.296], [-0.362, 0.042, -0.358], [0.205, -0.146, -0.025], [0.656, 0.121, 0.166], [0.564, -0.542, 0.186], [-0.789, 0.295, -0.089], [0.067, 0.123, 0.438], [0.717, -0.210, 0.646], [-1.435, 0.233, -2.290], [-0.108, 1.571, 0.928], [0.036, -0.178, 0.108], [-0.132, 0.536, 0.606], [0.507, -0.023, 0.047], [0.374, -0.016, -0.137], [-0.279, -0.342, -0.431], [0.808, -0.231, -0.055], [-0.360, -0.503, 0.610], [-0.023, 0.403, -0.382], [0.063, -0.440, -0.466], [-0.009, -0.107, 0.620], [0.251, -0.028, -0.028], [-0.090, -0.260, -0.298], [0.376, 0.303, 0.315], [-0.072, 0.530, 0.153], [-0.363, -0.144, 0.328], [-0.134, -0.195, -0.405], [0.162, -0.391, -0.370]],
  "mulliken_charge": [-2.159, 1.810, -1.974, 1.425, -1.535, -1.738, -0.594, 0.238, -0.439, -0.851, 0.466, 0.746, -0.269, -0.278, -0.290, -0.662, 0.520, -0.001, -0.160, -0.253, -0.318, -0.340, 0.147, 0.949, -0.380, -0.692, -0.372, -0.679, 0.048, -0.151, 0.518, 0.232, 0.338, 0.435, 0.313, 0.453, 0.410, 0.387, 0.008, 0.290, 0.320, 0.464, 0.474, 0.614, 0.525, 0.327, -0.461, 0.415, 0.436, 0.446, 0.433, 0.263, -1.352, -0.661, -1.038, -0.942, 2.034, -0.102, -0.035, -0.859, -0.640, -0.776, 0.192, 0.509, 0.355, 0.282, 0.365, 0.415, 0.423, 0.433, 0.399, 0.378, 0.408, 0.357],
  "lumo_ha": -0.1225,
  "gap_ev": 3.1,
  "e_homo_ev": -6.458
}



# 2
{
  "formula": "C32H33ClF3IrN3O7",
  "method": "the ωB97M-V functional and the def2-TZVPD basis",
  "elements": ["Ir", "C", "N", "C", "C", "C", "N", "C", "C", "C", "C", "C", "C", "C", "O", "C", "C", "C", "N", "C", "C", "C", "C", "C", "C", "C", "O", "H", "H", "H", "H", "H", "H", "H", "H", "H", "H", "H", "H", "H", "H", "H", "H", "H", "H", "H", "H", "H", "H", "H", "H", "H", "C", "C", "C", "C", "Cl", "C", "C", "C", "O", "C", "C", "O", "O", "H", "H", "H", "H", "H", "H", "H", "H", "F", "C", "F", "F", "C", "O", "O"],
  "coordinates": [[-0.371630, -0.489297, 0.311492], [-3.875695, -3.015287, -0.024653], [-3.296447, -2.288911, 1.097554], [-4.260703, -1.345727, 1.641861], [-3.599817, -0.091670, 2.191981], [-3.043397, 0.847840, 1.131644], [-2.220955, 0.318046, 0.012866], [-2.513942, 0.877622, -1.130088], [-1.789250, 0.940101, -2.341140], [-2.342717, 1.702464, -3.402287], [-1.695763, 1.819768, -4.595684], [-0.460429, 1.155248, -4.779997], [0.101582, 0.407642, -3.786786], [-0.544184, 0.290470, -2.530471], [-0.007867, -0.463671, -1.639177], [-2.791111, -3.234528, 2.082764], [-1.962682, -2.672690, 3.236139], [-0.593769, -2.025653, 2.986359], [-0.519046, -0.688961, 2.346938], [-0.224253, 0.293441, 3.115468], [0.040553, 1.667151, 2.760618], [0.188913, 2.563147, 3.838092], [0.439194, 3.898192, 3.647674], [0.561411, 4.376617, 2.337937], [0.436310, 3.529077, 1.264405], [0.175667, 2.156930, 1.442635], [0.098217, 1.427758, 0.352033], [-4.792108, -3.559379, 0.257569], [-3.161430, -3.732422, -0.420459], [-4.120899, -2.318669, -0.827692], [-4.897714, -1.816329, 2.409185], [-4.935121, -1.045886, 0.833995], [-2.828440, -0.336886, 2.909699], [-4.349897, 0.488961, 2.737698], [-2.426331, 1.609163, 1.616737], [-3.885693, 1.376998, 0.680920], [-3.453188, 1.427902, -1.156458], [-3.293445, 2.198548, -3.242319], [-2.117760, 2.411094, -5.396066], [0.055529, 1.250153, -5.726764], [1.046037, -0.105282, -3.911089], [-2.183553, -3.965855, 1.555371], [-3.631180, -3.790561, 2.539680], [-1.721940, -3.538775, 3.860781], [-2.568734, -2.031768, 3.879391], [0.036582, -2.689321, 2.398133], [-0.131084, -1.913500, 3.969578], [-0.170600, 0.085920, 4.184361], [0.098554, 2.170742, 4.844776], [0.546009, 4.564296, 4.491925], [0.763170, 5.425911, 2.163300], [0.537077, 3.887033, 0.248003], [5.817103, 0.298376, -3.209848], [4.871164, 1.271480, -2.570279], [4.555446, 2.482664, -3.164348], [3.668318, 3.358336, -2.554828], [3.291043, 4.873965, -3.331763], [3.069174, 3.037956, -1.355858], [3.373613, 1.827473, -0.745379], [4.276543, 0.957623, -1.342732], [4.680320, -0.218623, -0.779383], [3.901329, -0.709681, 0.289823], [2.484259, -1.082114, -0.162381], [2.293736, -1.683170, -1.189318], [1.584733, -0.701697, 0.721557], [6.216180, 0.702952, -4.138833], [5.308874, -0.642958, -3.424626], [6.647877, 0.064171, -2.543189], [5.004969, 2.749305, -4.112412], [2.358211, 3.715248, -0.902135], [2.886360, 1.582881, 0.188360], [3.866917, 0.001832, 1.117464], [4.393125, -1.621642, 0.627373], [1.458667, -4.403454, 0.431920], [0.451221, -4.555811, -0.431183], [-0.478383, -5.329695, 0.189190], [0.893186, -5.232308, -1.483500], [-0.218752, -3.217830, -0.845796], [-0.614935, -3.062457, -1.964389], [-0.382366, -2.470051, 0.218058]],
  "forces_ev_per_a": [[0.345, 0.409, -0.283], [0.032, 0.078, -0.013], [-0.030, -0.094, -0.039], [0.080, 0.072, -0.060], [0.028, -0.040, -0.046], [0.002, -0.001, 0.015], [-0.050, -0.253, 0.090], [-0.062, -0.043, -0.095], [-0.008, -0.006, 0.058], [0.002, 0.001, -0.038], [-0.030, -0.008, 0.007], [0.044, 0.023, 0.072], [0.058, 0.015, -0.076], [-0.169, -0.258, 0.126], [0.083, 0.530, -0.035], [0.060, 0.117, 0.022], [-0.011, 0.079, 0.023], [0.068, -0.056, -0.001], [0.030, 0.013, 0.037], [-0.051, 0.077, -0.031], [-0.017, -0.018, 0.065], [-0.003, 0.016, 0.020], [0.002, -0.010, 0.014], [-0.002, -0.015, -0.010], [0.006, 0.046, -0.001], [0.025, -0.042, -0.098], [-0.051, 0.005, 0.152], [0.012, -0.018, -0.001], [0.097, -0.037, -0.008], [-0.012, 0.006, 0.012], [0.028, 0.000, 0.041], [-0.004, -0.015, 0.005], [-0.036, -0.058, 0.015], [0.015, 0.039, 0.003], [-0.050, 0.007, 0.036], [0.008, -0.005, -0.019], [0.007, 0.008, 0.003], [0.006, 0.000, 0.000], [-0.004, -0.004, 0.001], [-0.005, -0.008, -0.020], [-0.018, -0.008, 0.018], [0.077, -0.034, -0.085], [-0.008, -0.008, -0.002], [-0.014, -0.001, 0.008], [-0.022, 0.039, 0.002], [-0.057, 0.003, -0.018], [0.060, -0.048, -0.030], [0.005, 0.001, 0.003], [-0.003, -0.001, 0.000], [0.001, 0.004, -0.004], [0.001, 0.002, 0.003], [-0.059, -0.007, 0.033], [0.007, 0.001, -0.010], [-0.009, 0.040, -0.010], [0.030, -0.025, 0.021], [-0.047, -0.001, -0.023], [-0.001, -0.008, 0.001], [-0.039, -0.013, -0.074], [-0.019, -0.011, -0.008], [0.034, 0.074, 0.115], [-0.076, -0.097, -0.092], [0.034, 0.026, 0.096], [0.088, 0.002, -0.005], [0.077, -0.135, 0.121], [-0.095, -0.160, 0.076], [-0.003, 0.001, -0.001], [0.004, -0.008, 0.016], [0.002, 0.001, -0.003], [-0.005, -0.002, 0.002], [0.093, -0.019, -0.026], [-0.006, -0.021, -0.035], [0.005, -0.045, 0.009], [0.025, 0.018, -0.014], [0.091, 0.100, 0.024], [-0.158, -0.092, -0.086], [0.016, 0.053, -0.031], [0.043, 0.021, 0.018], [-0.170, 0.032, 0.041], [-0.050, -0.090, 0.031], [-0.275, -0.135, -0.024]],
  "mulliken_spin": [0.686, 0.001, 0.007, 0.002, -0.005, 0.002, 0.009, -0.027, 0.038, -0.030, 0.045, -0.012, 0.009, 0.048, 0.087, 0.002, 0.000, 0.003, 0.041, -0.029, 0.018, -0.005, 0.010, -0.005, 0.013, 0.007, 0.024, 0.000, 0.000, 0.000, 0.000, -0.001, 0.003, -0.001, 0.002, -0.003, -0.002, -0.002, 0.002, 0.000, 0.000, -0.001, 0.000, -0.001, 0.000, -0.001, -0.001, -0.002, 0.000, 0.000, 0.000, -0.001, 0.000, 0.000, 0.000, 0.000, 0.000, 0.000, -0.001, 0.000, 0.000, 0.001, -0.002, 0.016, 0.017, 0.000, 0.000, 0.000, 0.000, 0.000, -0.001, 0.000, 0.000, 0.000, -0.004, 0.000, 0.000, -0.002, 0.022, 0.022],
  "lumo_ha": [-0.0139, -0.0907],
  "gap_ev": [7.7, 5.6],
  "spin_multiplicity": 2,
  "s2": 0.762,
  "e_homo_ev": [-8.069, -8.058]
}



The following DFT total energy values (in a.u.) correspond, in order, to the records above: -2013.63316; -2794.31305.
The following energy above the lowest of the compared OMol25 structures with the same formula, charge and spin values (in kcal/mol) correspond, in order, to the records above: 59.8; 0.0.
The following maximum force values (in eV/A) correspond, in order, to the records above: 3.2; 0.6.